Record 1
DFT (the ωB97M-V functional and the def2-TZVPD basis) results for a single C9H14O3S2 molecule at a distorted geometry.

Geometry as XYZ:
```
28
Properties=species:S:1:pos:R:3
C -0.46832 1.02805 0.95045
C 2.05577 -0.10311 -2.44585
C 1.29358 1.10595 -2.78148
C 1.14478 -1.21420 -2.44910
C 0.02714 0.94494 -0.38319
C 1.69558 -1.73594 0.29575
C 1.24837 -2.65248 1.45572
C -3.57794 1.07269 2.14133
C -2.27244 1.83561 2.20393
O 0.02764 0.35233 1.83150
O 2.14044 -0.60761 0.43476
O -1.45736 1.90386 1.05429
S 0.79496 2.11257 -1.23654
S 1.64614 -2.57113 -1.25218
H 2.81314 -0.21332 -3.24081
H 2.56851 -0.03930 -1.54559
H 1.69916 1.84386 -3.43020
H 0.39063 0.72237 -3.20710
H 0.24849 -0.82979 -1.87312
H 0.72960 -1.53944 -3.47257
H 0.38259 -3.32666 1.01716
H 0.87982 -1.96455 2.29808
H 2.13282 -3.27093 1.81177
H -4.29178 1.77798 1.47809
H -3.64414 0.07494 1.76675
H -3.92124 1.01059 3.14832
H -1.70937 1.40158 3.05260
H -2.57657 2.88112 2.37723
```

Its spin multiplicity is 1. As for the net charge: 0. For the energy above the lowest of the compared OMol25 structures with the same formula, charge and spin, the calculation gives 114.26 kJ/mol. The value obtained for the HOMO energy is -8.35 eV. As for the energy: -1373.2833 Eh.

Record 2
DFT (the ωB97M-V functional and the def2-TZVPD basis) results for a molecular structure, C41H33CoN7O2P2Se4 at a distorted geometry.

Geometry as XYZ:
```
90
Properties=species:S:1:pos:R:3
Co 0.12118 -0.35874 0.29587
Se -1.28894 5.82853 3.40040
P -2.76358 4.56811 2.54216
C -3.78102 5.49005 1.35463
C -3.14666 6.09136 0.26789
C -3.86840 6.90240 -0.58909
C -5.22087 7.13031 -0.36405
C -5.85025 6.54588 0.72200
C -5.13297 5.72593 1.58566
C -3.92463 3.83364 3.72359
C -3.96497 4.27192 5.03964
C -4.90648 3.74276 5.91417
C -5.81208 2.79211 5.46620
C -5.77684 2.35799 4.14562
C -4.82922 2.87026 3.27404
C -2.06356 3.17457 1.62301
C -1.33964 2.01935 1.92051
N -1.11536 1.38689 0.73486
N -1.66340 2.11226 -0.22195
N -2.23953 3.17390 0.28289
P -0.80337 1.16243 3.38644
Se 0.19280 -0.70106 2.81106
C -2.30702 0.36036 4.02893
C -2.51063 0.13722 5.39179
C -3.58354 -0.63495 5.81058
C -4.43713 -1.21264 4.87929
C -4.23172 -1.00440 3.52145
C -3.17466 -0.21948 3.09617
C -0.08587 2.02332 4.78601
C 1.16788 1.66570 5.27773
C 1.67964 2.33598 6.37354
C 0.95336 3.36962 6.95524
C -0.29778 3.71305 6.46728
C -0.83001 3.02997 5.38546
H -2.09282 5.92003 0.09942
H -3.37180 7.36895 -1.43094
H -5.78181 7.77162 -1.03296
H -6.90066 6.73111 0.91075
H -5.63151 5.28360 2.43632
H -3.27191 5.04249 5.36128
H -4.93825 4.08278 6.94233
H -6.55637 2.39216 6.14484
H -6.49461 1.62492 3.79585
H -4.79565 2.54346 2.23942
H -1.83441 0.56298 6.12110
H -3.74326 -0.79714 6.86861
H -5.26273 -1.82811 5.21378
H -4.89994 -1.45252 2.79614
H -3.01779 -0.04652 2.03642
H 1.73393 0.87930 4.79673
H 2.64922 2.06127 6.76716
H 1.37295 3.91679 7.79001
H -0.86082 4.51799 6.92065
H -1.81568 3.27530 5.01703
Se -1.05769 -3.66068 0.60724
Se 0.20649 -3.81948 -1.30432
C 1.79410 -2.91223 -0.72209
C 2.99418 -3.31222 -1.29493
C 4.17107 -2.77229 -0.81454
C 4.11494 -1.89811 0.26309
C 2.87769 -1.55821 0.76582
N 1.71907 -2.01242 0.25539
C -2.16994 -2.19550 0.02000
C -3.53703 -2.24288 0.20098
C -4.31609 -1.28046 -0.43077
C -3.70545 -0.36727 -1.26928
C -2.32486 -0.37498 -1.36872
N -1.55507 -1.22943 -0.67925
H 2.99280 -4.05321 -2.08374
H 5.12360 -3.06435 -1.23847
H 5.00921 -1.48862 0.71264
H 2.79808 -0.88605 1.61157
H -3.97421 -3.03628 0.79381
H -5.39124 -1.27280 -0.30029
H -4.27731 0.36285 -1.82483
H -1.80343 0.32417 -2.00298
C 3.55538 1.54306 -2.69433
N 3.07500 1.69471 -1.32303
C 3.66686 2.56780 -0.44210
C 3.26096 2.70959 0.83125
C 2.16146 1.89277 1.30737
O 1.75318 1.89723 2.47657
N 1.63292 1.02729 0.40544
C 2.00789 0.94785 -0.88821
O 1.37640 0.16282 -1.62645
H 3.86436 2.50932 -3.08500
H 2.74564 1.14877 -3.29816
H 4.39606 0.85019 -2.73290
H 4.49384 3.14065 -0.84035
H 3.73892 3.40486 1.50389
```

Its expectation value of S² is 6.01. Its spin multiplicity is 5. As for the net charge: +1. For the energy above the lowest of the compared OMol25 structures with the same formula, charge and spin, the calculation gives 57.43 kJ/mol. The value obtained for the HOMO energy (alpha / beta) is -9.56 / -9.56 eV. As for the energy: -13787.0478 Eh.

Record 3
DFT (the ωB97M-V functional and the def2-TZVPD basis) results for a single C4H6N2O3S molecule at a distorted geometry.

Geometry as XYZ:
```
16
Properties=species:S:1:pos:R:3
C -1.36245 -1.05031 0.81141
C -0.76238 -2.07120 -0.14048
C 0.03001 0.59481 -0.60536
C 0.73814 1.01533 0.59873
N 0.33220 -1.66163 -0.96875
N 0.64311 -0.54518 -1.21418
O -1.48869 -0.98813 1.99501
O -2.22697 -0.06348 -1.59009
O -2.28072 1.56306 0.28252
S -1.76563 0.33778 -0.26471
H -0.45455 -2.93852 0.36728
H -1.44947 -2.44292 -0.86495
H -0.02764 1.38924 -1.32929
H 1.42178 0.18055 0.97290
H 0.15530 1.30779 1.41192
H 1.27232 1.99927 0.28328
```

Its SMILES is C[C@H]1N=NCC(=O)S1(=O)=O. Its spin multiplicity is 1. As for the net charge: 0. For the energy above the lowest of the compared OMol25 structures with the same formula, charge and spin, the calculation gives 272.94 kJ/mol. The value obtained for the HOMO energy (alpha / beta) is -9.58 / -9.58 eV. As for the energy: -889.3023 Eh.

Record 4
DFT (the ωB97M-V functional and the def2-TZVPD basis) results for a molecular structure, C38H52IrN2O2P2 at a distorted geometry.

Geometry as XYZ:
```
97
Properties=species:S:1:pos:R:3
Ir -1.50047 0.26862 -1.25222
C 0.98193 1.40796 -2.27019
C -0.30624 0.92328 -2.76693
C -0.49672 3.09299 -1.78132
C 0.84965 2.67219 -1.70563
C -1.28165 2.08225 -2.49370
C 2.20466 0.58740 -2.31315
H 2.08198 -0.22573 -3.03962
H 2.38182 0.14077 -1.30808
H 3.07770 1.17698 -2.61560
C 1.97385 3.37001 -1.01722
H 2.91695 2.88904 -1.26313
H 1.86875 3.30289 0.07404
H 2.07829 4.42859 -1.26886
C -0.98943 4.42106 -1.33977
H -1.62133 4.91814 -2.09577
H -0.14409 5.08198 -1.08476
H -1.60444 4.29816 -0.43062
C -2.28882 2.41513 -3.56504
H -2.31401 3.50098 -3.71514
H -3.31661 2.01425 -3.43422
H -1.91562 2.00246 -4.52117
C -0.35126 0.14739 -4.03812
H -0.35172 0.77775 -4.93648
H -1.23324 -0.48670 -4.04517
H 0.51056 -0.51949 -4.09249
C 4.34503 -5.59117 -0.21739
C 4.20799 -5.13753 -1.46725
C 3.39337 -3.96580 -1.93249
C 1.86346 -4.34612 -1.81875
C 1.52450 -3.66440 -0.52492
C 1.54896 -4.05150 0.75194
C 2.36826 -5.16513 1.34294
C 3.90402 -4.95200 1.06122
H 3.62576 -3.66927 -2.97428
H 1.65045 -5.44341 -1.88353
H 3.59386 -3.07812 -1.28920
H 4.46895 -5.40748 1.89124
H 4.78222 -6.59385 -0.07878
H 4.72332 -5.65844 -2.28152
H 4.11854 -3.87654 1.07916
H 2.21698 -5.25225 2.43256
H 0.97253 -3.43703 1.45333
H 2.04650 -6.12372 0.89412
H 1.27136 -3.85533 -2.61120
H 1.23288 -2.59779 -0.71218
P -1.38121 -2.30061 -0.87493
C -1.53835 -3.93967 0.15250
C -1.71217 -3.42466 -2.34560
P -3.36390 -0.56900 -1.68790
C -3.13116 -1.94547 -0.43015
C -3.93362 -1.42225 -3.19710
C -4.78188 0.26050 -0.91591
H -1.48552 -3.73378 1.22446
H -0.78398 -4.70140 -0.07475
H -2.51824 -4.37238 -0.11664
H -2.77702 -3.70486 -2.28748
H -1.10682 -4.33855 -2.32725
H -1.50214 -2.90461 -3.28079
H -5.49459 -0.50291 -0.54097
H -5.20925 0.88916 -1.70574
H -4.37103 0.88908 -0.11236
H -3.11116 -1.54600 0.60343
H -3.79173 -2.81863 -0.53450
H -4.14487 -0.65184 -3.94555
H -4.82387 -2.03236 -2.99106
H -3.20515 -2.11327 -3.61436
O 1.36664 -0.52105 0.65574
C 0.54728 0.23733 1.17150
N 0.61776 0.75893 2.43803
C -0.12160 1.95640 2.59698
C -1.11925 1.77622 1.44020
O -2.19132 2.36262 1.24620
N -0.63009 0.77501 0.61464
C -0.68662 2.10544 4.00958
C -2.04255 2.32053 4.26846
C -2.48277 2.36937 5.60440
C -1.56531 2.24971 6.64613
C -0.20045 2.14519 6.37740
C 0.24418 2.10890 5.05600
C 0.75048 3.19234 2.33660
C 0.15517 4.41392 2.02955
C 0.95105 5.55442 1.86719
C 2.34021 5.45806 1.99896
C 2.92961 4.25414 2.37109
C 2.12889 3.12318 2.57946
H 1.38302 0.43219 3.08040
H -2.71712 2.45664 3.42398
H -3.55759 2.48444 5.79078
H -1.92579 2.24908 7.68453
H 0.53458 2.08188 7.18768
H 1.31752 2.10739 4.85107
H -0.94146 4.47447 1.95024
H 0.47499 6.50955 1.64429
H 2.95559 6.34134 1.82441
H 4.00173 4.17683 2.51671
H 2.58149 2.20752 2.94578
```

Its expectation value of S² is 6.02. Its spin multiplicity is 5. As for the net charge: +1. For the energy above the lowest of the compared OMol25 structures with the same formula, charge and spin, the calculation gives 0.00 kJ/mol. The value obtained for the HOMO energy (alpha / beta) is -9.56 / -10.35 eV. As for the energy: -2525.8072 Eh.

Repeat the first record exactly.
DFT (the ωB97M-V functional and the def2-TZVPD basis) results for a single C9H14O3S2 molecule at a distorted geometry.

Geometry as XYZ:
```
28
Properties=species:S:1:pos:R:3
C -0.46832 1.02805 0.95045
C 2.05577 -0.10311 -2.44585
C 1.29358 1.10595 -2.78148
C 1.14478 -1.21420 -2.44910
C 0.02714 0.94494 -0.38319
C 1.69558 -1.73594 0.29575
C 1.24837 -2.65248 1.45572
C -3.57794 1.07269 2.14133
C -2.27244 1.83561 2.20393
O 0.02764 0.35233 1.83150
O 2.14044 -0.60761 0.43476
O -1.45736 1.90386 1.05429
S 0.79496 2.11257 -1.23654
S 1.64614 -2.57113 -1.25218
H 2.81314 -0.21332 -3.24081
H 2.56851 -0.03930 -1.54559
H 1.69916 1.84386 -3.43020
H 0.39063 0.72237 -3.20710
H 0.24849 -0.82979 -1.87312
H 0.72960 -1.53944 -3.47257
H 0.38259 -3.32666 1.01716
H 0.87982 -1.96455 2.29808
H 2.13282 -3.27093 1.81177
H -4.29178 1.77798 1.47809
H -3.64414 0.07494 1.76675
H -3.92124 1.01059 3.14832
H -1.70937 1.40158 3.05260
H -2.57657 2.88112 2.37723
```

Its spin multiplicity is 1. As for the net charge: 0. For the energy above the lowest of the compared OMol25 structures with the same formula, charge and spin, the calculation gives 114.26 kJ/mol. The value obtained for the HOMO energy is -8.35 eV. As for the energy: -1373.2833 Eh.